DFT (ωB97M-V/def2-TZVPD) results for a cluster of 2 separate species, C12H27N5O5S in total in a non-equilibrium geometry.

energy relative to the best compared isomer or geometry (same formula, charge and spin) = 0.0 kJ/mol
SMILES = CNC(=O)[C@H](CC(C)C)NC(C)=O.[H]/N=C(\N)NCCS(=O)(=O)O
LUMO = 0.3 eV
strongest force on any atom = 4.062 eV/A

Geometry as ORCA input:
```
! RIJCOSX wB97M-V def2-TZVPD def2/J DEFGRID3
* xyz 0 1
C 1.460 -4.775 -1.871
N 0.234 -4.083 -2.270
C 0.009 -2.765 -2.282
O -1.075 -2.347 -2.678
C 1.093 -1.792 -1.774
C 1.021 -1.625 -0.241
C 2.116 -0.729 0.370
C 1.813 -0.483 1.849
C 3.501 -1.370 0.264
N 0.958 -0.479 -2.413
C 1.934 0.183 -3.031
C 1.573 1.528 -3.614
O 3.076 -0.246 -3.140
H 2.288 -4.471 -2.516
H 1.320 -5.853 -1.965
H 1.708 -4.545 -0.833
H -0.536 -4.641 -2.607
H 2.063 -2.212 -2.037
H 0.046 -1.206 0.007
H 1.078 -2.608 0.228
H 2.131 0.240 -0.129
H 1.800 -1.428 2.391
H 2.576 0.168 2.275
H 0.842 0.003 1.946
H 3.504 -2.350 0.741
H 3.781 -1.473 -0.784
H 4.239 -0.730 0.747
H 0.044 -0.047 -2.360
H 0.722 1.415 -4.282
H 1.317 2.211 -2.807
H 2.426 1.917 -4.167
H -5.243 1.943 4.422
N -4.545 1.981 3.689
C -3.379 2.367 4.014
N -3.171 2.729 5.281
N -2.339 2.442 3.150
C -2.455 1.934 1.778
C -1.540 2.781 0.922
S -1.694 2.283 -0.793
O -0.981 3.188 -1.698
O -1.269 0.897 -0.996
O -3.287 2.322 -1.138
H -4.017 2.924 5.801
H -2.388 3.354 5.415
H -1.428 2.421 3.591
H -3.488 2.021 1.414
H -2.175 0.874 1.732
H -0.500 2.665 1.221
H -1.822 3.832 0.996
H -3.341 1.634 -1.815
*
```

---

DFT (ωB97M-V/def2-TZVPD) results for a structure of composition C12H28Cl4N4O4Zr in a non-equilibrium geometry.

energy relative to the best compared isomer or geometry (same formula, charge and spin) = 0.0 kJ/mol
LUMO = 0.7 eV
strongest force on any atom = 1.461 eV/A

Geometry as ORCA input:
```
! RIJCOSX wB97M-V def2-TZVPD def2/J DEFGRID3
* xyz 0 1
Zr 25.040 21.824 24.655
Cl 27.056 20.793 23.456
Cl 23.380 23.695 24.999
Cl 23.375 20.200 23.493
Cl 26.418 22.440 26.843
C 26.398 25.837 23.323
C 27.045 24.651 23.956
O 26.379 23.649 24.191
N 28.343 24.720 24.260
C 29.054 23.728 25.058
H 27.037 26.669 23.019
H 25.630 26.241 23.987
H 25.839 25.574 22.421
H 28.828 25.552 23.974
H 30.121 23.888 24.928
H 28.784 22.733 24.708
H 28.797 23.821 26.110
C 25.542 18.676 27.914
C 25.488 18.668 26.400
O 25.596 19.687 25.740
N 25.356 17.471 25.806
C 25.386 17.339 24.356
H 26.140 19.531 28.225
H 26.050 17.775 28.258
H 24.533 18.786 28.307
H 25.512 16.652 26.366
H 24.381 17.433 23.941
H 25.720 16.330 24.109
H 26.038 18.077 23.897
C 23.160 24.075 21.355
C 24.407 23.261 21.401
O 24.728 22.671 22.418
N 25.150 23.169 20.281
C 26.290 22.285 20.166
H 22.912 24.421 20.343
H 23.153 24.941 22.013
H 22.293 23.474 21.634
H 24.920 23.745 19.493
H 26.953 22.691 19.398
H 25.986 21.308 19.779
H 26.827 22.135 21.097
C 23.160 22.232 28.452
C 22.951 21.180 27.404
O 23.628 21.186 26.389
N 21.944 20.303 27.571
C 21.640 19.324 26.515
H 23.018 23.226 28.032
H 24.194 22.203 28.803
H 22.515 22.129 29.328
H 21.594 20.080 28.485
H 20.802 18.716 26.858
H 22.483 18.676 26.286
H 21.295 19.843 25.625
*
```

---

DFT (ωB97M-V/def2-TZVPD) results for a cluster of 5 separate species, C12H28ClN4O4 in total in a non-equilibrium geometry.

energy relative to the best compared isomer or geometry (same formula, charge and spin) = 580.9 kJ/mol
LUMO = 2.9 eV
strongest force on any atom = 3.446 eV/A

Geometry as ORCA input:
```
! RIJCOSX wB97M-V def2-TZVPD def2/J DEFGRID3
* xyz -1 1
Cl -1.197 0.084 1.019
C -4.882 1.618 0.217
O -5.283 2.753 0.315
N -5.650 0.482 0.251
C -5.067 -0.823 -0.113
C -7.109 0.517 0.387
H -3.836 1.282 0.289
H -5.344 -1.108 -1.128
H -5.518 -1.535 0.578
H -3.985 -0.825 0.023
H -7.400 -0.244 1.112
H -7.637 1.433 0.651
H -7.612 0.252 -0.543
C 1.159 2.539 0.097
O 1.793 1.723 -0.582
N 1.283 3.851 -0.247
C 0.848 4.944 0.636
C 2.153 4.376 -1.304
H 0.567 2.349 1.006
H 1.715 5.436 1.077
H 0.243 4.656 1.496
H 0.322 5.760 0.140
H 1.735 5.078 -2.026
H 2.928 5.009 -0.872
H 2.733 3.591 -1.789
C 1.129 -1.718 -1.534
O 1.895 -0.852 -1.922
N 0.970 -2.867 -2.226
C 1.762 -3.169 -3.466
C 0.043 -3.902 -1.862
H 0.434 -1.598 -0.688
H 1.130 -3.404 -4.322
H 2.316 -4.070 -3.201
H 2.524 -2.422 -3.690
H -0.568 -4.300 -2.672
H 0.697 -4.709 -1.531
H -0.713 -3.572 -1.150
C 4.207 -0.736 1.143
O 3.685 -0.284 0.121
N 3.511 -1.174 2.184
C 4.261 -1.953 3.199
C 2.065 -1.251 2.250
H 5.283 -0.852 1.344
H 5.309 -1.745 3.411
H 4.208 -2.976 2.828
H 3.759 -1.906 4.166
H 1.730 -2.216 1.870
H 1.870 -1.081 3.309
H 1.537 -0.441 1.749
*
```

---

DFT (ωB97M-V/def2-TZVPD) results for a structure of composition C12H28IrN3O2S2Si.

⟨S²⟩ = 6.021
LUMO (alpha / beta) = -5.3 / -8.7 eV
strongest force on any atom = 0.811 eV/A

Geometry as ORCA input:
```
! RIJCOSX wB97M-V def2-TZVPD def2/J DEFGRID3
* xyz 2 5
Ir -0.359 0.126 0.002
C 0.134 3.567 6.221
Si -0.654 2.185 5.283
C 0.271 0.604 5.601
C -2.453 2.028 5.645
C -0.470 2.667 3.419
C -0.281 4.020 3.076
C -0.071 4.420 1.772
C -0.037 3.455 0.764
N -0.232 2.178 1.038
C -0.458 1.796 2.329
S -0.809 0.098 2.400
H 0.178 3.291 7.278
H -0.440 4.495 6.164
H 1.157 3.768 5.894
H 0.472 0.533 6.674
H 1.238 0.591 5.090
H -0.299 -0.279 5.314
H -2.579 1.869 6.720
H -2.914 1.183 5.129
H -3.001 2.934 5.379
H -0.290 4.773 3.855
H 0.079 5.461 1.522
H 0.153 3.718 -0.269
N -2.383 0.635 -0.996
C -2.235 0.489 -2.462
C -0.940 1.136 -2.899
N 0.199 0.503 -2.191
H -3.152 0.066 -0.656
H -2.617 1.596 -0.757
H -3.078 0.922 -3.001
H -2.212 -0.579 -2.680
H -0.939 2.197 -2.645
H -0.831 1.060 -3.981
H 1.041 1.060 -2.298
H 0.415 -0.396 -2.613
O -1.400 -2.126 -0.692
H -0.837 -2.830 -1.039
H -1.951 -2.563 -0.029
C 2.575 -1.791 2.468
S 1.887 -2.321 0.924
C 3.365 -2.895 0.133
O 1.535 -1.023 0.168
H 3.276 -0.981 2.263
H 3.083 -2.642 2.924
H 1.764 -1.460 3.114
H 3.607 -3.876 0.541
H 4.175 -2.186 0.297
H 3.138 -2.982 -0.928
*
```

---

DFT (ωB97M-V/def2-TZVPD) results for a cluster of 4 separate species, C12H28N4O4 in total in a non-equilibrium geometry.

energy relative to the best compared isomer or geometry (same formula, charge and spin) = 0.0 kJ/mol
SMILES = CNC(C)=O.CNC(C)=O.CNC(C)=O.CNC(C)=O
LUMO = 0.3 eV
strongest force on any atom = 1.067 eV/A

Geometry as ORCA input:
```
! RIJCOSX wB97M-V def2-TZVPD def2/J DEFGRID3
* xyz 0 1
C -0.513 -0.732 -0.501
N -0.932 0.577 -0.083
C -0.569 1.687 -0.760
C -1.330 2.942 -0.418
O 0.356 1.693 -1.573
H -0.311 -0.797 -1.567
H -1.296 -1.459 -0.268
H 0.377 -1.117 0.012
H -1.713 0.639 0.562
H -0.641 3.724 -0.094
H -2.067 2.796 0.371
H -1.826 3.332 -1.306
C 0.620 2.465 -5.261
N 0.768 1.289 -4.430
C 1.597 0.291 -4.758
C 1.648 -0.836 -3.752
O 2.246 0.279 -5.796
H 1.403 3.202 -5.064
H -0.334 2.932 -5.019
H 0.637 2.182 -6.310
H 0.330 1.342 -3.522
H 1.916 -0.490 -2.754
H 2.371 -1.579 -4.089
H 0.690 -1.361 -3.701
C 3.250 -0.830 0.990
N 2.763 -2.179 1.047
C 2.757 -2.946 2.170
C 3.452 -2.380 3.366
O 2.231 -4.044 2.204
H 2.605 -0.116 1.511
H 3.246 -0.528 -0.057
H 4.259 -0.770 1.390
H 2.269 -2.564 0.259
H 3.280 -3.063 4.195
H 3.086 -1.403 3.682
H 4.526 -2.330 3.174
C -1.559 -0.011 3.393
N -3.009 -0.114 3.462
C -3.830 0.090 2.411
C -5.301 0.000 2.714
O -3.422 0.289 1.273
H -1.131 -0.681 4.136
H -1.235 1.010 3.592
H -1.218 -0.336 2.417
H -3.435 -0.094 4.372
H -5.826 0.764 2.146
H -5.498 0.220 3.768
H -5.685 -0.985 2.468
*
```